Record 1
{
  "formula": "C5H8OS",
  "method": "wB97M-V/def2-TZVPD",
  "e_tot_ha": -668.53406,
  "smiles": "C[C@@H]1OC[C@@H]2S[C@@H]12",
  "gap_ev": 9.64,
  "molar_mass_da": 116.2,
  "relative_energy_kcal_mol": 128.3,
  "multiplicity": 1,
  "species": ["C", "C", "O", "C", "C", "S", "C", "H", "H", "H", "H", "H", "H", "H", "H"],
  "positions_angstrom": [[-0.44, 1.56, -2.09], [0.25, 0.61, -0.92], [0.34, -0.67, -1.34], [0.34, -1.63, -0.29], [0.59, -0.78, 0.89], [-0.25, 0.30, 1.98], [-0.53, 0.23, 0.25], [-1.30, 1.00, -2.40], [-0.53, 2.55, -1.69], [0.40, 1.57, -3.04], [1.04, 1.21, -0.59], [0.94, -2.50, -0.52], [-0.62, -2.18, -0.42], [1.69, -0.61, 0.78], [-1.51, -0.40, -0.17]]
}

---

Record 2
{
  "formula": "C4H2N4O",
  "method": "wB97M-V/def2-TZVPD",
  "e_tot_ha": -447.75344,
  "gap_ev": 8.98,
  "molar_mass_da": 122.1,
  "relative_energy_kcal_mol": 36.3,
  "multiplicity": 1,
  "species": ["C", "C", "C", "C", "H", "H", "N", "N", "N", "N", "O"],
  "positions_angstrom": [[1.30, 0.98, -0.11], [-0.69, 0.33, -0.54], [-1.86, -1.18, -0.16], [0.16, -0.68, 0.30], [2.92, 1.26, 1.04], [-2.73, -1.90, -0.28], [2.35, 1.70, 0.05], [-2.02, 0.09, -0.60], [-0.91, -1.64, 0.52], [1.29, -0.30, 0.64], [0.18, 1.34, -0.85]]
}

---

Record 3
{
  "formula": "C63H84N4O3",
  "method": "wB97M-V/def2-TZVPD",
  "e_tot_ha": -2895.58268,
  "gap_ev": 4.51,
  "molar_mass_da": 945.4,
  "multiplicity": 1,
  "species": ["C", "C", "C", "C", "C", "C", "C", "C", "C", "C", "C", "N", "C", "C", "C", "C", "C", "C", "C", "C", "C", "C", "C", "C", "N", "N", "C", "C", "C", "C", "C", "C", "C", "C", "C", "C", "C", "C", "C", "C", "C", "C", "C", "C", "C", "H", "H", "H", "H", "H", "H", "H", "H", "H", "H", "H", "H", "H", "H", "H", "H", "H", "H", "H", "H", "H", "H", "H", "H", "H", "H", "H", "H", "H", "H", "H", "H", "H", "H", "H", "H", "H", "H", "H", "H", "H", "H", "H", "H", "H", "H", "H", "H", "H", "H", "H", "H", "H", "H", "H", "H", "H", "H", "H", "C", "C", "C", "C", "C", "C", "C", "C", "C", "C", "C", "C", "N", "O", "O", "C", "C", "C", "C", "C", "C", "C", "C", "C", "O", "H", "H", "H", "H", "H", "H", "H", "H", "H", "H", "H", "H", "H", "H", "H", "H", "H", "H", "H", "H", "H", "H", "H", "H", "H"],
  "positions_angstrom": [[4.46, -2.44, -4.64], [4.96, -3.12, -3.35], [5.32, -4.58, -3.63], [3.94, -2.94, -2.24], [2.90, -3.86, -2.03], [1.84, -3.58, -1.17], [0.63, -4.50, -1.12], [0.81, -5.82, -1.87], [-0.67, -3.80, -1.50], [1.90, -2.41, -0.32], [0.93, -2.18, 0.77], [0.87, -3.07, 1.84], [1.49, -4.37, 2.02], [0.63, -5.49, 2.18], [-0.91, -5.47, 2.19], [-1.40, -5.79, 3.60], [-1.47, -6.49, 1.20], [1.20, -6.75, 2.35], [2.58, -6.92, 2.31], [3.42, -5.81, 2.20], [2.90, -4.52, 2.13], [3.83, -3.34, 2.37], [5.31, -3.73, 2.35], [3.49, -2.67, 3.70], [-0.04, -2.67, 2.76], [-0.49, -1.48, 2.32], [-1.54, -0.79, 3.04], [-2.87, -1.01, 2.66], [-3.20, -2.09, 1.63], [-3.31, -1.52, 0.22], [-4.47, -2.88, 1.97], [-3.88, -0.28, 3.28], [-3.57, 0.62, 4.30], [-2.26, 0.75, 4.73], [-1.22, 0.04, 4.13], [0.18, 0.11, 4.73], [1.24, 0.53, 3.72], [0.57, -1.20, 5.43], [0.04, -1.13, 1.05], [-0.36, 0.08, 0.48], [3.01, -1.53, -0.49], [3.19, -0.28, 0.38], [2.91, 0.99, -0.42], [4.58, -0.21, 1.03], [3.97, -1.79, -1.47], [4.21, -1.38, -4.44], [5.21, -2.47, -5.43], [3.54, -2.93, -5.00], [5.87, -2.60, -3.03], [5.57, -5.10, -2.70], [4.49, -5.11, -4.11], [6.19, -4.63, -4.30], [2.92, -4.80, -2.59], [0.54, -4.76, -0.05], [1.71, -6.35, -1.51], [-0.05, -6.48, -1.69], [0.89, -5.66, -2.95], [-0.82, -2.91, -0.88], [-0.63, -3.48, -2.56], [-1.52, -4.47, -1.37], [-1.26, -4.46, 1.92], [-0.98, -5.08, 4.33], [-2.49, -5.75, 3.66], [-1.07, -6.80, 3.88], [-1.00, -6.37, 0.21], [-1.26, -7.51, 1.55], [-2.55, -6.37, 1.09], [0.55, -7.61, 2.52], [3.01, -7.92, 2.38], [4.49, -5.96, 2.26], [3.65, -2.62, 1.55], [5.57, -4.28, 1.43], [5.96, -2.85, 2.40], [5.54, -4.36, 3.22], [2.44, -2.40, 3.75], [3.69, -3.39, 4.51], [4.10, -1.78, 3.88], [-2.36, -2.79, 1.66], [-2.41, -0.94, -0.04], [-3.43, -2.33, -0.51], [-4.18, -0.85, 0.15], [-4.45, -3.24, 3.01], [-5.37, -2.27, 1.82], [-4.54, -3.76, 1.31], [-4.92, -0.43, 2.97], [-4.37, 1.19, 4.77], [-2.02, 1.41, 5.56], [0.13, 0.89, 5.50], [0.93, 1.41, 3.14], [2.19, 0.76, 4.22], [1.43, -0.29, 3.02], [-0.04, -1.35, 6.33], [0.41, -2.06, 4.77], [1.63, -1.17, 5.73], [-1.10, 0.65, 1.03], [-0.05, 0.30, -0.53], [2.46, -0.34, 1.19], [1.92, 0.94, -0.88], [2.95, 1.88, 0.23], [3.66, 1.11, -1.22], [4.81, -1.12, 1.60], [5.36, -0.08, 0.28], [4.62, 0.63, 1.74], [4.79, -1.07, -1.61], [-6.28, 5.53, -4.10], [-5.22, 4.43, -4.11], [-5.83, 3.17, -3.51], [-4.84, 4.17, -5.58], [-3.96, 4.86, -3.32], [-3.31, 4.06, -2.40], [-2.07, 4.41, -1.77], [-1.41, 3.50, -0.87], [-0.61, 3.98, 0.21], [-0.70, 5.34, 0.68], [0.23, 5.88, 1.53], [1.26, 5.08, 2.04], [2.40, 5.68, 2.65], [3.37, 4.93, 2.93], [2.42, 6.91, 2.84], [1.27, 3.69, 1.77], [0.35, 3.15, 0.89], [-1.51, 5.68, -2.17], [-2.11, 6.56, -3.04], [-1.45, 7.88, -3.51], [-0.97, 7.72, -4.96], [-0.27, 8.27, -2.64], [-2.45, 9.04, -3.49], [-3.35, 6.15, -3.69], [-3.81, 6.83, -4.64], [-5.88, 6.43, -4.58], [-7.18, 5.20, -4.65], [-6.56, 5.77, -3.07], [-5.12, 2.33, -3.54], [-6.14, 3.35, -2.48], [-6.72, 2.88, -4.09], [-4.04, 3.42, -5.64], [-5.71, 3.81, -6.14], [-4.49, 5.10, -6.03], [-3.77, 3.13, -2.08], [-1.53, 2.43, -1.03], [-1.52, 5.98, 0.33], [0.21, 6.93, 1.81], [2.04, 3.10, 2.25], [0.38, 2.08, 0.68], [-0.55, 5.97, -1.73], [-1.84, 7.53, -5.61], [-0.48, 8.64, -5.29], [-0.27, 6.88, -5.05], [-0.58, 8.41, -1.60], [0.53, 7.52, -2.68], [0.15, 9.22, -3.00], [-2.84, 9.19, -2.48], [-1.94, 9.95, -3.83], [-3.28, 8.82, -4.18]]
}

---

Record 4
{
  "formula": "C3H11NO4",
  "method": "wB97M-V/def2-TZVPD",
  "e_tot_ha": -476.59487,
  "gap_ev": 9.75,
  "molar_mass_da": 125.1,
  "relative_energy_kcal_mol": 51.9,
  "multiplicity": 1,
  "species": ["H", "O", "O", "H", "H", "C", "O", "C", "H", "N", "H", "H", "C", "H", "H", "H", "O", "H", "H"],
  "positions_angstrom": [[0.08, -1.84, 0.55], [1.03, -1.89, 1.39], [-0.64, -1.87, -0.38], [1.68, -2.20, 0.74], [1.19, -0.93, 1.30], [-1.39, -0.85, -0.62], [-1.87, -0.70, -1.74], [-1.58, 0.16, 0.50], [-2.50, 0.74, 0.40], [-0.39, 1.03, 0.59], [-0.51, 1.74, 1.29], [-1.63, -0.38, 1.46], [-0.12, 1.74, -0.71], [0.94, 2.03, -0.64], [-0.50, 1.24, -1.62], [-0.79, 2.61, -0.63], [2.27, -0.48, -0.37], [1.71, 0.29, -0.54], [3.02, -0.43, -0.98]]
}

---

Record 5
{
  "formula": "C9H14",
  "method": "wB97M-V/def2-TZVPD",
  "e_tot_ha": -351.30718,
  "smiles": "Cc1ccccc1.CC",
  "gap_ev": 9.97,
  "molar_mass_da": 122.2,
  "relative_energy_kcal_mol": 14.4,
  "multiplicity": 1,
  "species": ["C", "C", "C", "C", "C", "C", "C", "H", "H", "H", "H", "H", "H", "H", "H", "C", "C", "H", "H", "H", "H", "H", "H"],
  "positions_angstrom": [[1.39, 2.49, 0.01], [0.00, 2.09, 0.41], [-1.10, 2.34, -0.41], [-2.31, 1.72, -0.18], [-2.43, 0.77, 0.83], [-1.35, 0.53, 1.65], [-0.17, 1.28, 1.53], [1.81, 3.16, 0.76], [1.49, 2.97, -0.95], [2.03, 1.60, 0.04], [-1.01, 3.07, -1.22], [-3.19, 1.92, -0.78], [-3.32, 0.17, 0.87], [-1.45, -0.18, 2.46], [0.73, 1.01, 2.06], [1.05, -2.47, -0.55], [1.28, -3.77, -1.28], [1.10, -2.51, 0.55], [1.56, -1.61, -0.98], [-0.02, -2.24, -0.46], [0.86, -3.68, -2.28], [2.31, -4.12, -1.34], [0.73, -4.56, -0.76]]
}

---

Record 6
{
  "formula": "C8H32O8",
  "method": "wB97M-V/def2-TZVPD",
  "e_tot_ha": -925.59906,
  "smiles": "CO.CO.CO.CO.CO.CO.CO.CO",
  "gap_ev": 9.64,
  "molar_mass_da": 256.3,
  "relative_energy_kcal_mol": 183.7,
  "multiplicity": 1,
  "species": ["C", "O", "H", "H", "H", "H", "C", "O", "H", "H", "H", "H", "C", "O", "H", "H", "H", "H", "C", "O", "H", "H", "H", "H", "C", "O", "H", "H", "H", "H", "C", "O", "H", "H", "H", "H", "C", "O", "H", "H", "H", "H", "C", "O", "H", "H", "H", "H"],
  "positions_angstrom": [[-0.98, 3.72, -0.23], [0.07, 4.57, -0.57], [-1.14, 3.70, 0.85], [-1.88, 4.01, -0.78], [-0.80, 2.72, -0.62], [-0.37, 5.36, -0.87], [-0.04, 0.59, -0.10], [-1.25, -0.08, -0.33], [-0.02, 1.62, -0.45], [0.27, 0.54, 0.95], [0.81, 0.05, -0.53], [-1.34, -0.87, 0.21], [-0.05, -1.84, -2.20], [-0.63, -0.63, -2.74], [0.46, -1.83, -1.24], [-0.70, -2.71, -2.27], [0.74, -2.05, -2.92], [-1.22, -0.34, -2.05], [2.28, 1.55, 0.95], [3.09, 2.57, 1.48], [1.95, 0.78, 1.66], [1.34, 1.94, 0.56], [2.93, 1.22, 0.14], [4.01, 2.30, 1.45], [3.03, -0.20, -1.55], [3.22, 1.24, -1.41], [3.99, -0.70, -1.43], [2.31, -0.62, -0.86], [2.71, -0.44, -2.57], [3.88, 1.61, -2.00], [1.04, -1.58, 2.51], [2.36, -1.65, 2.93], [0.93, -1.22, 1.49], [0.51, -2.51, 2.69], [0.55, -0.89, 3.21], [2.85, -2.27, 2.39], [-3.78, -0.33, -0.17], [-4.29, -0.88, 1.08], [-4.55, 0.25, -0.67], [-2.91, 0.28, 0.07], [-3.42, -1.12, -0.83], [-4.68, -0.12, 1.51], [-2.02, -2.59, 0.20], [-1.37, -2.16, 1.34], [-1.30, -3.34, -0.14], [-2.98, -3.08, 0.32], [-2.14, -1.84, -0.59], [-1.45, -2.69, 2.13]]
}